1.
Molecular formula: C4H13N3O2
Method: DFT, ωB97M-V with the def2-TZVPD basis set

Values from the calculation:
highest occupied orbital energy: -0.282 Ha
HOMO-LUMO gap: 8.31 eV

CARTESIAN COORDINATES (ANGSTROEM)
1 C 0.294 -0.127 1.889
2 C 0.975 -0.686 0.046
3 C 0.586 -2.111 -0.281
4 N -0.897 -0.712 2.150
5 H -0.863 -1.684 2.428
6 H -1.590 -0.509 1.393
7 H 0.224 0.930 1.636
8 H 1.106 -0.438 2.541
9 H 1.926 -0.687 0.588
10 H 1.303 -0.099 -0.808
11 H 1.430 -2.691 -0.664
12 H 0.210 -2.647 0.597
13 H -0.219 -2.178 -1.009
14 N -0.577 1.784 -0.490
15 C -0.961 0.439 -0.806
16 N 0.273 2.424 -1.429
17 O -0.750 0.092 -2.109
18 O -1.929 -0.035 -0.197
19 H -0.008 0.633 -2.430
20 H -1.360 2.315 -0.129
21 H -0.226 3.125 -1.969
22 H 1.052 2.861 -0.948

2.
Molecular formula: C3H9NS
Method: DFT, ωB97M-V with the def2-TZVPD basis set

Values from the calculation:
charge: +1
highest occupied orbital energy (alpha / beta): -0.468 / -0.468 Ha
HOMO-LUMO gap (alpha / beta): 9.08 / 4.15 eV
multiplicity: 2

CARTESIAN COORDINATES (ANGSTROEM)
1 C 3.326 0.163 -0.529
2 N 2.458 -0.625 -1.008
3 H 4.368 -0.129 -0.640
4 H 3.094 1.158 -0.139
5 H 1.606 -0.134 -1.285
6 C -1.995 -1.392 0.476
7 S -2.564 0.239 1.067
8 C -1.326 1.273 0.299
9 H -0.932 -1.248 0.293
10 H -2.618 -1.623 -0.393
11 H -2.203 -2.073 1.295
12 H -1.571 2.334 0.277
13 H -0.488 1.150 0.996
14 H -1.155 0.906 -0.709

3.
Molecular formula: C15H28AgCl14O3
Method: DFT, ωB97M-V with the def2-TZVPD basis set

Values from the calculation:
highest occupied orbital energy (alpha / beta): -0.384 / -0.384 Ha
HOMO-LUMO gap (alpha / beta): 7.64 / 7.28 eV
multiplicity: 2

CARTESIAN COORDINATES (ANGSTROEM)
1 Ag -3.378 -0.602 0.899
2 C -0.809 0.009 0.053
3 O 0.218 0.644 0.234
4 O -1.158 -0.914 0.755
5 O -1.831 0.630 -0.194
6 Cl 1.768 4.362 2.325
7 C 2.230 3.673 0.675
8 C 1.477 4.240 -0.497
9 Cl -0.264 4.160 -0.105
10 H 2.061 2.597 0.668
11 H 3.288 3.920 0.576
12 H 1.678 3.631 -1.379
13 H 1.740 5.243 -0.832
14 Cl 4.885 0.288 -1.251
15 C 3.153 0.284 -1.478
16 C 2.530 -1.081 -1.703
17 Cl 3.222 -1.954 -3.136
18 H 2.820 0.882 -2.326
19 H 2.796 0.782 -0.576
20 H 1.444 -1.053 -1.785
21 H 2.647 -1.659 -0.786
22 Cl 1.272 -0.338 4.359
23 C 1.983 -0.992 2.829
24 C 3.488 -0.846 2.781
25 Cl 3.940 0.892 2.735
26 H 1.590 -0.555 1.912
27 H 1.724 -2.041 2.681
28 H 3.874 -1.342 1.891
29 H 3.972 -1.385 3.596
30 Cl -0.952 -5.478 -2.068
31 C -0.516 -4.905 -0.450
32 C 0.447 -3.748 -0.545
33 Cl 2.107 -4.361 -0.951
34 H -0.023 -5.735 0.055
35 H -1.417 -4.779 0.150
36 H 0.476 -3.037 0.280
37 H 0.255 -3.118 -1.414
38 Cl -0.281 3.707 -4.066
39 C -0.282 2.287 -2.984
40 C -0.640 0.944 -3.699
41 Cl 0.669 0.244 -4.571
42 H -1.078 2.449 -2.257
43 H 0.606 2.191 -2.359
44 H -1.481 1.131 -4.366
45 H -0.949 0.258 -2.910
46 Cl -4.430 5.410 -0.024
47 C -4.433 4.307 -1.443
48 C -4.562 2.836 -1.101
49 Cl -6.119 2.459 -0.294
50 H -3.474 4.372 -1.958
51 H -5.178 4.650 -2.161
52 H -3.757 2.491 -0.453
53 H -4.455 2.170 -1.958
54 Cl -2.566 -5.146 4.579
55 C -2.360 -3.732 3.505
56 C -0.985 -3.029 3.616
57 Cl 0.240 -4.205 2.959
58 H -3.120 -2.980 3.716
59 H -2.545 -4.142 2.512
60 H -0.802 -2.868 4.679
61 H -0.758 -2.118 3.063

Computed DFT total energy (eV) in order:
-12920.9836; -15572.1799; -201461.9543